Record 1
Below is a single C6H7NO molecule in a non-equilibrium geometry, with properties calculated with ωB97M-V/def2-TZVPD.

Its HOMO energy is -0.324 Eh. Its multiplicity is 1. As for the SMILES: O=C1C[C@H]2CC=CN12. As for the gap between HOMO and LUMO: 9.76 eV. Its strongest force on any atom is 0.175 hartree/bohr. The calculation puts the LUMO energy at 0.95 eV. The charge is 0.

CARTESIAN COORDINATES (ANGSTROEM)
O -2.6839 -0.6917 0.1593
C -1.6583 -0.2700 -0.1349
C -0.9525 0.9978 0.2611
C 0.1366 0.5962 -0.6565
C 1.3279 0.4336 0.0179
C 1.2752 -1.1595 0.2647
C 0.1496 -1.5479 -0.2013
N -0.5311 -0.5637 -0.9332
H -1.5924 1.9497 0.1754
H -0.4411 1.0141 1.3586
H 0.0617 1.5887 -1.3049
H 2.1632 0.9558 -0.5423
H 1.1530 0.8635 0.9681
H 1.9578 -1.7826 0.9738
H -0.3656 -2.3841 -0.4059

Cartesian forces, eV/Å:
-3.6668 -2.8066 0.2681
2.5041 4.0534 0.6194
-1.7015 2.7409 4.8878
-3.3453 7.9354 -2.6806
5.3801 -2.2347 0.9070
4.1688 1.1347 2.8131
-0.3468 0.2481 -2.3138
-1.5058 -3.9963 -3.0282
1.1671 -1.2281 -0.0972
-2.1193 -0.1900 -2.0320
0.8323 -2.7178 -0.4548
-0.2859 -1.3125 1.0276
1.1756 0.7500 1.1388
-1.2047 1.3814 -1.6955
-1.0520 -3.7578 0.6404


Record 2
Below is a single ClHNO2P molecule in a non-equilibrium geometry, with properties calculated with ωB97M-V/def2-TZVPD.

Its HOMO energy (spin up / spin down) is -0.368 / -0.377 Eh. Its multiplicity is 1. As for the gap between HOMO and LUMO (spin up / spin down): 9.17 / 7.59 eV. Its strongest force on any atom is 0.082 hartree/bohr. The calculation puts the LUMO energy (spin up / spin down) at -0.84 / -2.67 eV. The charge is 0.

CARTESIAN COORDINATES (ANGSTROEM)
N 1.4192 -0.0311 0.3137
O -0.6866 -1.2890 0.4548
O 0.5642 0.7276 -0.2924
P -0.8966 -0.1484 -0.3501
Cl -2.5942 0.8948 0.2742
H 2.1940 -0.1538 -0.4001

Cartesian forces, eV/Å:
3.0092 -1.0861 0.1486
-0.2873 -3.6956 2.0384
-1.6998 1.5089 -1.1728
-1.1990 2.7851 -1.6770
0.6850 0.1068 -0.2116
-0.5082 0.3808 0.8744


Record 3
Below is 7 unconnected molecules or ions with the total composition C4H20NO9 in a non-equilibrium geometry, with properties calculated with ωB97M-V/def2-TZVPD.

Its HOMO energy (spin up / spin down) is -0.133 / -0.267 Eh. Its multiplicity is 2. The expectation value of S² is 0.753. As for the gap between HOMO and LUMO (spin up / spin down): 3.51 / 7.07 eV. Its strongest force on any atom is 0.075 hartree/bohr. The calculation puts the LUMO energy (spin up / spin down) at -0.11 / -0.19 eV. The charge is 0.

CARTESIAN COORDINATES (ANGSTROEM)
O -0.7973 -1.9077 2.6912
C -0.8685 -1.1451 1.7039
C 0.5191 -0.7821 0.9782
C 0.2498 0.2454 -0.0861
C 1.2472 1.3502 -0.1318
O 2.4851 0.9001 0.2131
O 1.0757 2.5371 -0.3682
N 1.0886 -2.0769 0.6319
H -1.7011 -0.6448 1.1574
H 1.0820 -0.3452 1.8022
H -0.7436 0.6676 0.1517
H 0.0849 -0.1302 -1.1147
H 3.0722 1.6729 0.2078
H 1.3029 -2.5965 1.4981
H 0.4745 -2.7527 0.1787
H 2.0311 -2.0518 0.1113
H -3.6146 0.4566 0.0149
H -4.5202 -0.7384 0.1674
O -3.7304 -0.4474 -0.3085
H 0.1778 -2.1551 -2.7916
H 1.5469 -1.5368 -3.0289
O 1.0277 -2.0055 -2.3612
H -1.0208 2.6847 3.0051
H -1.5340 3.8895 2.1629
O -0.7735 3.3169 2.3163
H 3.9325 -2.0256 -0.6216
H 3.9509 -1.1740 0.5664
O 3.6383 -2.0559 0.3045
H -1.8749 3.6460 -1.0321
H -0.6882 2.7242 -0.7419
O -1.6475 2.7119 -0.9594
H -1.4386 0.6151 -2.0728
H -2.4850 -0.4991 -2.2121
O -1.5488 -0.3475 -2.0322

Cartesian forces, eV/Å:
-0.2552 -0.7999 0.8886
1.4426 1.5432 -2.4323
-3.3032 0.3791 1.9173
-0.4124 0.2732 -0.6842
0.2449 0.7818 0.4921
0.3048 0.3533 -0.2855
0.0624 -1.2682 -0.1298
2.4237 -1.7703 -0.6654
-0.0984 -0.6025 0.8846
0.6890 -0.3059 -0.1779
0.5416 0.1004 -0.0100
0.7068 -0.1665 0.8285
-0.0897 0.0233 -0.0302
-0.2400 0.6680 0.0859
-0.6991 0.6949 -0.4661
-1.5397 0.0885 0.9074
0.2483 -0.0777 -0.1539
0.1802 -0.1387 -0.1284
-0.6253 0.2696 0.2189
-0.1442 0.1635 0.1760
-0.1415 -0.1134 0.1487
0.3965 -0.0400 -0.3060
-0.1221 0.1934 -0.2430
0.0452 -0.2720 0.1591
0.1117 -0.0045 0.0873
-0.0644 -0.5723 0.0938
-0.3510 -0.1269 0.5279
1.4307 0.7265 -0.9284
-0.0553 -0.1692 -0.0639
-0.3166 0.0694 0.0707
0.2711 0.0980 -0.0905
-0.3331 -0.1016 0.0179
0.0130 0.0226 0.2810
-0.3215 0.0810 -0.9900


Copy entry 3 word for word.
Below is 7 unconnected molecules or ions with the total composition C4H20NO9 in a non-equilibrium geometry, with properties calculated with ωB97M-V/def2-TZVPD.

Its HOMO energy (spin up / spin down) is -0.133 / -0.267 Eh. Its multiplicity is 2. The expectation value of S² is 0.753. As for the gap between HOMO and LUMO (spin up / spin down): 3.51 / 7.07 eV. Its strongest force on any atom is 0.075 hartree/bohr. The calculation puts the LUMO energy (spin up / spin down) at -0.11 / -0.19 eV. The charge is 0.

CARTESIAN COORDINATES (ANGSTROEM)
O -0.7973 -1.9077 2.6912
C -0.8685 -1.1451 1.7039
C 0.5191 -0.7821 0.9782
C 0.2498 0.2454 -0.0861
C 1.2472 1.3502 -0.1318
O 2.4851 0.9001 0.2131
O 1.0757 2.5371 -0.3682
N 1.0886 -2.0769 0.6319
H -1.7011 -0.6448 1.1574
H 1.0820 -0.3452 1.8022
H -0.7436 0.6676 0.1517
H 0.0849 -0.1302 -1.1147
H 3.0722 1.6729 0.2078
H 1.3029 -2.5965 1.4981
H 0.4745 -2.7527 0.1787
H 2.0311 -2.0518 0.1113
H -3.6146 0.4566 0.0149
H -4.5202 -0.7384 0.1674
O -3.7304 -0.4474 -0.3085
H 0.1778 -2.1551 -2.7916
H 1.5469 -1.5368 -3.0289
O 1.0277 -2.0055 -2.3612
H -1.0208 2.6847 3.0051
H -1.5340 3.8895 2.1629
O -0.7735 3.3169 2.3163
H 3.9325 -2.0256 -0.6216
H 3.9509 -1.1740 0.5664
O 3.6383 -2.0559 0.3045
H -1.8749 3.6460 -1.0321
H -0.6882 2.7242 -0.7419
O -1.6475 2.7119 -0.9594
H -1.4386 0.6151 -2.0728
H -2.4850 -0.4991 -2.2121
O -1.5488 -0.3475 -2.0322

Cartesian forces, eV/Å:
-0.2552 -0.7999 0.8886
1.4426 1.5432 -2.4323
-3.3032 0.3791 1.9173
-0.4124 0.2732 -0.6842
0.2449 0.7818 0.4921
0.3048 0.3533 -0.2855
0.0624 -1.2682 -0.1298
2.4237 -1.7703 -0.6654
-0.0984 -0.6025 0.8846
0.6890 -0.3059 -0.1779
0.5416 0.1004 -0.0100
0.7068 -0.1665 0.8285
-0.0897 0.0233 -0.0302
-0.2400 0.6680 0.0859
-0.6991 0.6949 -0.4661
-1.5397 0.0885 0.9074
0.2483 -0.0777 -0.1539
0.1802 -0.1387 -0.1284
-0.6253 0.2696 0.2189
-0.1442 0.1635 0.1760
-0.1415 -0.1134 0.1487
0.3965 -0.0400 -0.3060
-0.1221 0.1934 -0.2430
0.0452 -0.2720 0.1591
0.1117 -0.0045 0.0873
-0.0644 -0.5723 0.0938
-0.3510 -0.1269 0.5279
1.4307 0.7265 -0.9284
-0.0553 -0.1692 -0.0639
-0.3166 0.0694 0.0707
0.2711 0.0980 -0.0905
-0.3331 -0.1016 0.0179
0.0130 0.0226 0.2810
-0.3215 0.0810 -0.9900


What is the multiplicity in the first record? 1


Which value of charge does entry 3 give? 0